Record 1
27
Properties=species:S:1:pos:R:3:forces:R:3:mulliken_charge:R:1 method="wB97M-V/def2-TZVPD" homo_energy_ev=-9.057 smiles=CC(C)(C)[C@H](O)[C@H](N)CO lumo_energy_ev=0.735 total_charge=0 multiplicity=1 de_lowest_kcal_mol=31.44 e_tot_ha=-482.1282
C -0.616860 -2.011452 -1.351656 -0.3 0.2 0.1 -1.79
C 0.131142 -1.228620 -0.253399 -0.1 0.0 0.5 2.08
C 1.602089 -1.122099 -0.684615 0.2 0.0 0.1 -1.90
C 0.076843 -2.077881 1.034820 -0.1 0.1 0.0 -1.94
C -0.590859 0.199420 0.078924 0.8 -1.3 -0.5 -0.88
O -1.706446 0.404012 -0.794338 0.2 0.4 0.0 -0.60
C 0.322751 1.436578 0.081701 -1.2 2.0 0.2 0.35
N 1.338049 1.407993 1.125528 0.0 -0.3 0.3 -0.61
C -0.603452 2.767388 0.281181 0.2 -1.1 -0.3 -0.80
O -1.611782 2.562755 1.269643 0.0 -0.4 -0.4 -0.56
H -0.545534 -1.502254 -2.319065 -0.1 -0.1 0.0 0.39
H -1.674234 -2.153250 -1.105930 0.1 0.2 -0.1 0.37
H -0.198725 -3.017488 -1.480436 0.2 0.3 0.1 0.45
H 2.250644 -0.770971 0.123575 -0.2 0.3 -0.2 0.38
H 2.006231 -2.107678 -0.948992 -0.3 0.0 -0.1 0.47
H 1.723250 -0.491141 -1.569867 0.1 0.1 0.1 0.34
H -0.960051 -2.253065 1.343428 0.1 0.0 0.0 0.42
H 0.544331 -3.059147 0.888216 0.0 0.2 -0.1 0.47
H 0.592793 -1.579197 1.861642 0.0 0.0 -0.1 0.36
H -1.036150 0.103261 1.076388 0.1 0.0 -0.2 0.58
H -1.377648 0.579030 -1.689990 -0.1 -0.1 0.3 0.36
H 0.812218 1.548145 -0.891201 0.1 -0.1 0.0 0.38
H 1.954740 2.214673 1.038031 -0.2 -0.3 0.0 0.29
H 0.879100 1.496736 2.034293 0.1 0.0 -0.2 0.25
H -1.081202 3.114960 -0.641586 0.1 -0.3 -0.2 0.29
H 0.021728 3.600381 0.620793 0.0 -0.3 0.1 0.46
H -2.252964 1.938912 0.872911 0.4 0.5 0.3 0.35

***

Record 2
92
Properties=species:S:1:pos:R:3:forces:R:3:mulliken_charge:R:1 method="wB97M-V/def2-TZVPD" homo_energy_ev="-5.670 / -5.669" lumo_energy_ev="1.654 / -0.242" total_charge=-1 multiplicity=2 de_lowest_kcal_mol=32.13 e_tot_ha=-3891.3785
In -21.746737 -8.643423 -3.918380 -0.1 -0.4 0.1 0.96
O -21.499946 -12.918384 -3.019265 -0.5 -1.0 0.1 -0.69
C -21.302495 -11.857967 -3.561357 0.7 1.4 -0.2 0.15
O -22.126113 -10.881586 -3.707687 -0.1 0.1 -0.2 -0.58
C -19.854723 -11.569201 -4.013750 -0.3 -0.2 0.4 0.34
C -18.925866 -12.597875 -3.893331 0.3 -1.4 -0.2 -0.41
C -17.584033 -12.367752 -4.166198 -0.4 2.2 0.0 -0.85
C -17.224947 -11.054500 -4.512071 -1.3 0.8 -0.2 1.41
C -15.853104 -10.641156 -4.755790 1.4 0.4 -0.3 -0.90
C -15.445740 -9.364332 -4.857710 -1.4 -0.1 0.5 -1.06
C -16.516589 -8.280338 -4.605897 0.8 -1.4 -0.6 0.85
C -17.858568 -8.716605 -5.163742 0.6 -0.9 -1.2 -0.89
C -18.275525 -10.046508 -4.655398 1.2 -1.8 0.5 -0.48
N -19.554109 -10.315530 -4.382327 0.6 -0.4 -0.2 -0.23
H -19.241046 -13.632023 -3.620796 -0.1 1.2 -0.1 0.42
H -16.780482 -13.055252 -4.029321 0.1 -0.8 0.0 0.48
H -15.053708 -11.375896 -4.862550 -0.5 -0.3 0.1 0.32
H -14.388483 -9.130636 -5.016640 -0.5 0.1 0.1 0.49
H -16.764263 -8.310690 -3.568713 0.3 0.1 1.2 0.59
H -18.619636 -8.004827 -5.052705 -0.9 1.1 0.5 0.64
N -25.627668 -6.201802 0.916947 0.5 0.8 -1.1 -0.70
C -25.092878 -5.757307 -0.032424 -0.6 -0.9 1.6 0.69
N -24.418516 -5.294853 -1.065033 0.0 -0.7 -1.0 -0.79
C -24.312523 -6.235200 -2.014396 -0.1 0.9 1.0 0.47
N -24.209378 -7.054242 -2.829891 0.3 -0.1 -0.5 -0.52
O -18.277049 -7.575433 -2.024040 0.3 0.0 0.1 -0.65
N -19.146031 -6.711994 -1.632664 -1.4 -0.4 0.0 0.45
C -19.570374 -6.675469 -0.349439 -0.5 0.5 0.8 -0.28
C -20.587865 -5.785047 0.088939 1.2 -1.1 -1.1 -0.44
C -21.208876 -5.023918 -0.875181 -0.2 0.8 1.1 0.04
C -20.773550 -5.097090 -2.198169 -1.6 0.6 0.8 -1.18
C -19.816431 -5.951833 -2.567047 1.4 -0.5 1.6 -0.26
H -19.113635 -7.405644 0.312272 0.1 0.2 -0.3 0.41
H -20.888064 -5.762622 1.138608 0.2 -0.1 -0.4 0.41
H -21.993119 -4.364113 -0.498314 0.1 -0.1 -0.8 0.21
H -21.266313 -4.542824 -2.963911 -0.3 0.4 -0.3 0.41
H -19.435349 -5.998995 -3.532613 0.5 -0.4 -1.5 0.90
F -22.542698 -16.316998 1.460776 -0.3 -0.1 0.3 -0.27
C -23.278147 -16.062592 0.367678 1.7 -0.1 -1.3 0.82
F -22.655529 -16.804115 -0.637145 -0.6 0.6 0.7 -0.27
F -24.491444 -16.605931 0.511241 0.2 0.4 0.2 -0.28
C -23.244109 -14.580723 0.030924 1.5 0.1 0.1 0.20
C -22.058724 -13.796124 0.079721 -0.6 0.2 -0.3 -0.73
C -22.085172 -12.432208 -0.248029 0.3 -1.0 0.3 -0.96
C -23.286898 -11.771247 -0.539215 -0.5 -0.5 0.3 0.59
C -24.431716 -12.566394 -0.626492 -0.3 -0.7 0.5 0.14
C -24.374328 -13.978630 -0.388944 -1.5 1.8 -0.2 -1.03
P -23.323932 -9.922631 -0.695060 0.1 -0.5 -0.2 0.74
C -25.030487 -9.716575 -1.344598 0.9 0.1 1.2 0.64
C -25.104207 -10.135012 -2.645309 -0.9 -0.8 -1.9 -0.03
C -26.252302 -9.865057 -3.392158 0.7 -0.1 -0.2 -0.98
C -27.284137 -9.173474 -2.793534 -0.3 -0.7 -0.1 0.16
C -27.194783 -8.772468 -1.468805 -0.5 0.5 0.5 -0.84
C -26.085178 -9.051625 -0.700426 0.8 -0.4 -1.4 -0.82
C -28.494941 -8.876446 -3.610617 -0.6 0.9 -0.3 0.80
F -29.585473 -9.724487 -3.500311 1.3 0.7 0.2 -0.28
F -28.938926 -7.628544 -3.281870 -0.3 -0.6 -0.3 -0.28
F -28.191201 -8.845959 -4.927473 -0.3 -0.1 0.2 -0.28
C -23.442666 -9.353217 1.039080 -0.8 -1.0 -0.1 -0.09
C -24.191280 -9.986867 2.051412 0.2 0.1 -0.9 -0.20
C -24.319249 -9.443887 3.299012 0.9 0.3 -0.5 -1.53
C -23.679188 -8.231886 3.556062 -0.3 0.3 -0.7 0.12
C -22.963392 -7.574579 2.569458 -0.5 -1.0 -0.2 -0.56
C -22.833353 -8.170222 1.305552 0.8 1.2 1.0 0.29
C -23.876822 -7.659387 4.897855 0.8 1.7 1.4 0.79
F -23.347094 -6.372090 5.016253 -0.3 -1.5 -0.2 -0.31
F -25.148004 -7.539762 5.303287 0.0 -0.3 -0.3 -0.26
F -23.261177 -8.424268 5.845230 -0.1 0.3 -0.2 -0.27
H -21.116443 -14.254562 0.326212 0.2 -0.1 0.1 0.36
H -21.126939 -11.907799 -0.283950 -0.4 0.0 0.1 0.40
H -25.423317 -12.095082 -0.758512 0.7 -0.4 -0.2 0.31
H -25.273594 -14.578305 -0.408967 -0.2 0.2 -0.2 0.45
H -24.351706 -10.759094 -3.166508 0.0 0.7 0.7 0.23
H -26.262326 -10.102660 -4.464310 -0.2 -0.1 0.6 0.41
H -27.964834 -8.152407 -1.026401 -0.2 -0.2 -0.1 0.37
H -25.972363 -8.687334 0.297782 -0.1 0.2 0.4 0.53
H -24.663698 -10.907806 1.782098 -0.3 -0.5 0.1 0.54
H -24.812315 -9.964603 4.080332 -0.6 -0.3 0.5 0.46
H -22.545707 -6.617429 2.744797 0.3 0.7 0.3 0.57
H -22.189905 -7.671371 0.588447 -0.3 -0.1 -0.2 -0.03
Te -17.881896 -9.101388 -7.322869 0.0 0.1 -0.1 0.09
C -16.130079 -6.895329 -4.935484 -0.9 1.4 0.8 -0.23
C -15.399850 -6.539444 -6.062621 -0.1 -1.6 -0.4 -0.30
C -15.124702 -5.222922 -6.338885 0.2 0.6 0.1 -0.80
C -15.568943 -4.245252 -5.451345 0.2 0.0 -0.8 -0.39
C -16.362231 -4.550798 -4.364702 0.2 -1.0 -0.3 -0.90
C -16.652018 -5.883546 -4.084433 0.5 0.2 -0.5 -0.31
H -15.097451 -7.369702 -6.740041 -0.1 0.8 0.4 0.40
H -14.575762 -4.936319 -7.239153 -0.1 -0.1 0.3 0.36
H -15.302184 -3.236726 -5.679105 0.0 0.6 0.0 0.38
H -16.766962 -3.782587 -3.751734 -0.1 0.6 0.5 0.48
H -17.251300 -6.095701 -3.191196 0.4 -0.4 -0.6 0.79

***

Record 3
77
Properties=species:S:1:pos:R:3:forces:R:3:mulliken_charge:R:1 method="wB97M-V/def2-TZVPD" homo_energy_ev=-9.994 smiles="CCC[Si@@](OCCOCC)(O[SiH2][C@H](C)F)S(=O)(=O)F.FC(F)C(F)(F)COC(F)(F)C(F)F.FC(F)C(F)(F)COC(F)(F)C(F)F" lumo_energy_ev=0.431 total_charge=0 multiplicity=1 de_lowest_kcal_mol=0.00 e_tot_ha=-4043.5619
C 0.958275 4.438505 -0.055608 0.0 0.0 0.0 -1.46
C -0.454909 3.870729 0.002738 0.0 0.0 0.0 0.53
C -0.944339 3.735746 1.454082 0.1 0.0 0.0 -0.76
Si -2.394901 2.656215 1.836108 0.0 0.1 0.3 -0.28
O -1.991188 1.483504 2.858726 0.2 -0.2 -0.4 -0.04
C -2.484040 0.148134 2.951181 -0.1 0.0 0.1 -0.31
C -1.875409 -0.521223 4.157132 0.0 -0.1 0.1 -0.70
O -2.058656 0.298932 5.280997 -0.1 0.0 0.1 -0.24
C -1.585982 -0.273409 6.488801 -0.1 0.0 0.0 -0.33
C -0.097962 -0.042447 6.703018 0.0 0.0 0.0 -1.02
O -3.721916 3.438326 2.355365 0.1 0.1 -0.4 0.28
Si -4.547900 4.759179 1.791228 -0.1 0.1 0.1 0.16
C -6.100973 4.972688 2.841245 -0.1 0.0 0.0 0.37
C -5.886999 5.616470 4.195881 0.0 -0.1 0.0 -1.31
F -6.691628 3.703178 3.023721 0.0 0.1 0.0 -0.31
S -3.137861 1.656371 -0.045385 0.2 0.2 0.4 0.98
O -4.185173 0.721697 0.210130 -0.1 0.0 -0.1 -0.59
O -3.208049 2.595915 -1.119148 -0.1 -0.1 -0.2 -0.57
F -1.842953 0.750797 -0.370881 -0.1 -0.1 -0.1 -0.07
H 1.200548 4.805120 -1.052769 0.0 0.0 0.0 0.38
H 1.693593 3.674509 0.202102 0.0 0.0 0.1 0.32
H 1.075720 5.268992 0.644127 0.0 0.0 0.0 0.38
H -0.467254 2.897883 -0.489155 0.0 0.0 -0.1 -0.35
H -1.139634 4.509256 -0.556618 -0.1 0.0 0.0 0.30
H -0.142245 3.309331 2.067852 0.0 0.0 0.0 0.42
H -1.146924 4.731520 1.861950 0.0 0.0 0.0 0.51
H -2.190516 -0.408830 2.058351 -0.1 0.0 0.0 0.27
H -3.573188 0.154139 3.014956 0.0 0.1 0.1 0.34
H -0.814424 -0.735782 3.975498 0.0 0.1 0.0 0.29
H -2.391042 -1.480976 4.309171 0.1 0.0 -0.1 0.39
H -2.170275 0.199783 7.278913 0.1 0.0 0.0 0.30
H -1.822771 -1.345211 6.509985 0.0 0.0 -0.1 0.33
H 0.308873 -0.767293 7.409211 0.0 0.0 0.0 0.34
H 0.096082 0.956208 7.092400 0.0 0.0 -0.1 0.27
H 0.445937 -0.144413 5.763277 0.0 -0.1 0.0 0.28
H -3.707149 5.970082 1.951697 0.0 0.0 0.0 -0.17
H -4.878398 4.582042 0.365346 0.0 -0.1 0.0 -0.10
H -6.818249 5.561201 2.254713 0.0 0.0 0.1 0.23
H -5.316673 4.945634 4.839469 0.0 0.0 0.0 0.30
H -6.838231 5.834988 4.680059 0.0 0.0 0.0 0.35
H -5.333247 6.550376 4.087339 0.0 0.0 0.0 0.34
F 4.110597 1.151787 -2.753158 0.1 0.1 -0.1 -0.20
C 4.538333 0.880949 -4.005207 -0.1 0.0 0.0 0.09
F 5.038445 2.016891 -4.538060 0.0 0.0 0.0 -0.27
C 3.373880 0.394526 -4.876793 0.1 0.1 0.0 0.73
F 2.473215 1.382115 -5.031360 0.0 0.0 0.0 -0.27
F 3.944934 0.139574 -6.096903 0.0 0.0 0.0 -0.33
C 2.687471 -0.911795 -4.470508 0.0 -0.3 -0.1 -0.50
O 1.490519 -0.773444 -3.733877 -0.1 0.4 -0.1 -0.33
C 1.477748 -0.725453 -2.377184 -0.1 -0.1 0.2 0.93
F 2.704359 -0.882070 -1.840820 -0.1 0.0 0.0 -0.32
F 0.708652 -1.747070 -1.919411 0.1 0.0 0.0 -0.31
C 0.812316 0.563053 -1.869607 0.1 0.0 -0.1 0.07
F 1.480637 1.643677 -2.325313 0.0 0.0 0.0 -0.27
F 0.873936 0.570751 -0.517523 0.0 0.0 0.0 -0.24
H 5.328455 0.126951 -3.964971 0.0 0.0 0.0 0.27
H 2.385442 -1.370485 -5.409996 0.0 0.0 0.1 0.41
H 3.392352 -1.582277 -3.978734 0.0 0.0 0.0 0.26
H -0.226625 0.606796 -2.198694 0.0 0.0 0.0 0.22
F 4.718211 -5.232917 -2.786082 0.0 0.0 -0.1 -0.20
C 4.705614 -6.145772 -1.791629 -0.1 0.0 0.0 0.08
F 5.795170 -6.929666 -1.926386 0.0 0.0 0.0 -0.28
C 3.450364 -7.025899 -1.877822 0.1 0.0 0.0 0.84
F 3.477951 -7.754790 -3.007141 0.0 0.0 0.0 -0.28
F 3.566680 -7.881692 -0.814213 0.0 0.0 0.0 -0.33
C 2.086221 -6.347971 -1.699208 -0.2 0.1 0.2 -0.66
O 1.381249 -6.047563 -2.888684 0.4 -0.2 -0.3 -0.38
C 1.469898 -4.841689 -3.512711 -0.2 0.1 0.1 0.80
F 2.300377 -3.987723 -2.880025 0.1 -0.1 0.0 -0.22
F 0.240975 -4.275538 -3.514047 0.0 0.1 0.1 -0.31
C 1.864245 -4.987622 -4.993127 0.0 0.0 0.2 0.10
F 3.045779 -5.616905 -5.111448 0.1 0.0 0.1 -0.23
F 1.994321 -3.740257 -5.508935 0.0 -0.1 -0.1 -0.20
H 4.750562 -5.633352 -0.827493 0.0 0.0 0.0 0.30
H 1.473891 -7.096261 -1.199787 0.0 0.0 0.0 0.40
H 2.172255 -5.481896 -1.043172 0.0 0.0 0.0 0.32
H 1.093606 -5.534830 -5.537176 0.0 0.0 0.0 0.25

***

Record 4
18
Properties=species:S:1:pos:R:3:forces:R:3:mulliken_charge:R:1 method="wB97M-V/def2-TZVPD" homo_energy_ev=-8.848 smiles=N[C@@H](CO)CCS lumo_energy_ev=0.884 total_charge=0 multiplicity=1 de_lowest_kcal_mol=49.97 e_tot_ha=-687.1297
N -1.907119 0.312917 -1.265351 -0.2 -0.3 0.6 -0.55
C -1.017912 -0.184269 -0.206145 2.3 -0.4 0.1 0.23
C -1.383033 -1.369337 0.748099 -3.8 0.5 -3.2 -0.84
O -2.375899 -0.845648 1.626144 0.0 0.3 -0.2 -0.50
C 0.459231 -0.510166 -0.827253 -2.7 -0.3 -2.6 -0.61
C 1.368483 0.702453 -0.934863 0.9 -0.4 -1.8 -0.62
S 2.430195 0.967522 0.448940 -0.3 -0.4 2.2 -0.28
H -1.894725 -0.186971 -2.160147 -0.2 0.1 0.9 0.20
H -2.848718 0.594542 -0.944628 0.9 -0.5 -0.4 0.23
H -0.959589 0.619428 0.550559 0.4 0.1 -0.5 0.24
H -0.591697 -1.820315 1.256919 1.5 -0.4 0.7 0.52
H -1.959130 -2.142928 0.153682 1.1 0.3 0.3 0.18
H -2.157084 -1.170283 2.480831 -0.1 -0.2 1.2 0.30
H 0.776036 -1.473698 -0.416718 0.7 0.6 0.2 0.44
H 0.298977 -0.740572 -1.983803 -0.1 0.1 2.3 0.22
H 0.697239 1.536441 -0.997353 -0.2 0.6 -0.4 0.36
H 1.997734 0.666656 -1.894808 -0.9 0.0 1.5 0.36
H 3.554261 1.380028 -0.058303 0.7 0.3 -0.9 0.10

***

Record 5
39
Properties=species:S:1:pos:R:3:forces:R:3:mulliken_charge:R:1 method="wB97M-V/def2-TZVPD" homo_energy_ev=-8.675 smiles="O=C(O)c1csc(-n2nc(C3=CCCCO3)c3ccc(C(F)(F)F)cc32)n1" lumo_energy_ev=-0.579 total_charge=0 multiplicity=1 de_lowest_kcal_mol=81.38 e_tot_ha=-1742.7255
O 6.808808 -1.841235 1.562978 -1.4 0.7 -0.5 -0.56
C 5.853823 -1.436618 0.929400 1.9 -0.4 -0.9 0.21
O 6.007613 -0.783939 -0.278477 -1.8 -0.6 1.4 -0.54
C 4.437351 -1.727622 1.257964 -2.1 -1.1 0.1 0.05
C 4.016635 -2.653034 2.217944 0.7 1.4 -1.0 -0.08
S 2.281412 -2.703489 2.099630 0.0 -0.5 1.1 -0.15
C 2.211167 -1.512395 0.864747 0.7 -0.6 0.1 0.59
N 0.942049 -1.035937 0.423404 1.3 -1.4 0.6 0.60
N -0.315524 -1.348921 1.020214 2.5 -0.4 0.7 -1.10
C -1.152496 -0.554423 0.472596 3.0 2.9 -2.5 0.29
C -2.401525 -0.180315 0.904948 -7.9 -1.6 3.2 0.22
C -3.367984 -1.152667 1.071781 1.1 -0.3 -0.8 -0.45
C -4.794261 -0.800609 1.457364 0.9 0.9 -1.1 -0.64
C -5.068022 0.645546 0.978014 -1.9 -0.5 -1.8 -0.52
C -4.133234 1.545758 1.661035 0.9 0.7 0.9 -0.40
O -2.729935 1.137919 1.298624 0.7 0.3 -0.7 -0.43
C -0.527782 0.270732 -0.575411 0.1 0.0 0.3 0.50
C -1.011500 1.164254 -1.524350 -0.5 0.3 -0.6 -0.18
C -0.147457 1.743706 -2.472232 0.2 0.1 1.3 -1.22
C 1.234764 1.495594 -2.383309 -0.7 -3.0 1.9 0.06
C 2.128911 2.079395 -3.426579 0.8 1.9 -1.0 0.83
F 1.676040 1.819639 -4.675263 0.5 -0.7 0.5 -0.25
F 3.475394 1.734185 -3.353481 -2.3 0.5 0.0 -0.25
F 2.043572 3.483782 -3.410872 0.6 -1.6 0.7 -0.28
C 1.680720 0.465982 -1.436481 2.3 2.3 -3.0 -0.47
C 0.821651 -0.072698 -0.514569 -0.8 0.7 -1.4 0.52
N 3.413984 -1.168158 0.420699 -0.3 -0.1 1.6 -0.50
H 5.046528 -0.694921 -0.542904 1.2 0.4 -0.3 0.56
H 4.692710 -3.207962 2.949115 -1.4 0.8 -1.2 0.42
H -3.120537 -2.230751 0.779669 -0.3 1.7 0.5 0.28
H -4.942800 -0.885180 2.541852 -0.2 0.0 -0.3 0.29
H -5.509986 -1.389638 0.916871 -0.2 -0.9 0.0 0.34
H -6.184053 0.815855 1.109715 1.4 0.4 0.3 0.32
H -4.936416 0.839748 -0.173967 0.0 -1.0 2.0 0.23
H -4.338854 2.633370 1.428576 1.0 -1.2 -0.2 0.29
H -4.211635 1.490418 2.773186 0.2 -0.2 -0.7 0.28
H -2.090510 1.394121 -1.553159 0.7 -0.1 0.0 0.40
H -0.533320 2.443905 -3.197919 0.0 0.0 -0.1 0.39
H 2.744699 0.176601 -1.621352 -1.2 0.1 0.8 0.32